# 1
The following is a quantum chemistry calculation of a single C4H7N3O molecule at a distorted geometry, from OMol25.

Structure (ORCA input):
```
! RIJCOSX wB97M-V def2-TZVPD def2/J DEFGRID3
* xyz 0 1
C -0.461 1.509 0.385
C 0.043 -0.696 -1.149
C -0.232 -1.277 0.176
C 0.927 -0.363 -0.001
H 0.736 0.422 2.395
H -0.867 2.070 1.133
H -1.510 0.109 -2.249
H 0.517 -1.408 -1.848
H -1.082 -0.912 0.742
H -0.150 -2.387 0.360
H 1.934 -0.695 -0.016
N 0.813 0.939 0.533
N -1.175 1.248 -0.634
N -0.719 0.372 -1.687
O 1.225 1.069 1.858
*
```

Energy relative to the best compared isomer or geometry (same formula, charge and spin): 4.605 eV
Largest force on an atom: 4.7 eV/Å
LUMO level: 0.818 eV
Structure (SMILES): ON1C=NN[C@@H]2C[C@@H]21
HOMO-LUMO gap: 9.2 eV
Energy: -10775.14264 eV
Highest occupied orbital energy: -8.39 eV



# 2
The following is a quantum chemistry calculation of a molecular structure, C4Br3F4N at a distorted geometry, from OMol25.

Structure (ORCA input):
```
! RIJCOSX wB97M-V def2-TZVPD def2/J DEFGRID3
* xyz 0 1
C -1.559 -0.125 -0.777
C -0.314 -0.603 0.876
C 0.895 0.070 0.249
C 0.434 0.964 -0.989
N -0.834 0.609 -1.462
F -0.246 -1.925 1.006
F -0.806 -0.037 1.976
F 1.581 0.831 1.121
F 1.748 -0.878 -0.194
Br -3.234 -0.728 -0.961
Br 0.328 2.839 -0.422
Br 1.704 0.828 -2.449
*
```

Energy relative to the best compared isomer or geometry (same formula, charge and spin): 0.000 eV
Largest force on an atom: 5.5 eV/Å
LUMO level: -0.117 eV
HOMO-LUMO gap: 9.7 eV
Energy: -226632.66552 eV
Highest occupied orbital energy: -9.77 eV



# 3
The following is a quantum chemistry calculation of a molecular structure, C58H49AgNO4P2 at a distorted geometry, from OMol25.

Structure (ORCA input):
```
! RIJCOSX wB97M-V def2-TZVPD def2/J DEFGRID3
* xyz -1 1
Ag -0.726 -13.232 -22.423
O -0.329 -13.544 -24.463
C 0.892 -13.673 -25.091
C 1.882 -14.635 -24.401
C 2.135 -14.437 -22.932
C 3.509 -14.608 -22.613
C 3.873 -14.388 -21.264
C 2.862 -14.136 -20.332
C 1.510 -14.217 -20.709
C 0.464 -14.610 -19.701
C -0.049 -13.695 -18.549
O -1.377 -13.335 -18.963
C 0.837 -12.344 -18.427
C 1.809 -12.171 -17.477
C 2.450 -10.927 -17.350
C 2.072 -9.895 -18.244
C 1.249 -10.118 -19.311
C 0.471 -11.271 -19.328
C -0.165 -14.408 -17.209
C 0.896 -15.236 -16.754
C 0.755 -15.863 -15.553
C -0.276 -15.543 -14.655
C -1.331 -14.748 -15.092
C -1.511 -14.426 -16.521
N 1.182 -14.333 -21.996
C 0.608 -14.143 -26.513
C -0.483 -13.631 -27.192
C -0.780 -14.063 -28.444
C -0.031 -15.069 -29.041
C 1.181 -15.424 -28.523
C 1.462 -15.018 -27.217
C 1.494 -12.181 -25.114
C 0.598 -11.047 -25.061
C 1.113 -9.797 -24.977
C 2.490 -9.601 -24.780
C 3.373 -10.675 -24.871
C 2.830 -11.988 -25.083
H 2.915 -14.666 -24.906
H 1.491 -15.681 -24.566
H 4.294 -14.763 -23.378
H 4.893 -14.703 -20.950
H 3.131 -13.934 -19.305
H 0.795 -15.620 -19.402
H -0.437 -14.773 -20.256
H 2.116 -12.944 -16.763
H 3.318 -10.889 -16.650
H 2.326 -8.858 -18.060
H 1.160 -9.369 -20.134
H -0.389 -11.446 -19.953
H 1.903 -15.220 -17.145
H 1.542 -16.517 -15.237
H -0.191 -15.876 -13.627
H -2.113 -14.384 -14.451
H -2.022 -15.314 -16.956
H -1.088 -12.855 -26.730
H -1.614 -13.568 -28.935
H -0.359 -15.425 -30.028
H 1.900 -16.061 -29.127
H 2.278 -15.506 -26.697
H -0.538 -11.133 -25.195
H 0.423 -8.945 -24.937
H 2.827 -8.577 -24.678
H 4.469 -10.629 -24.828
H 3.605 -12.830 -25.243
O -4.642 -15.354 -20.339
P -5.049 -14.513 -21.535
C -4.310 -12.847 -21.816
P -3.519 -11.713 -20.548
O -2.114 -11.428 -21.012
C -3.580 -12.390 -18.884
C -2.287 -12.533 -18.064
C -2.401 -13.153 -16.650
C -3.797 -13.497 -16.274
C -4.901 -13.217 -17.031
C -4.805 -12.670 -18.307
C -4.694 -10.334 -20.545
C -4.095 -9.028 -20.607
C -4.921 -7.940 -20.665
C -6.289 -8.053 -20.784
C -6.888 -9.319 -20.747
C -6.102 -10.454 -20.567
C -6.828 -14.226 -21.555
C -7.494 -13.356 -22.430
C -8.878 -13.353 -22.353
C -9.578 -14.251 -21.530
C -8.936 -15.034 -20.613
C -7.524 -14.850 -20.540
C -4.700 -15.315 -23.181
C -4.798 -16.670 -23.154
C -5.123 -17.364 -24.301
C -4.989 -16.692 -25.570
C -4.681 -15.344 -25.529
C -4.500 -14.645 -24.365
H -4.945 -12.144 -22.400
H -3.412 -12.922 -22.433
H -1.779 -11.589 -17.838
H -1.957 -12.419 -15.961
H -3.979 -14.116 -15.420
H -5.887 -13.481 -16.710
H -5.752 -12.478 -18.814
H -3.006 -8.888 -20.498
H -4.464 -6.979 -20.586
H -6.967 -7.220 -20.785
H -7.966 -9.441 -20.782
H -6.566 -11.408 -20.449
H -6.905 -12.807 -23.169
H -9.446 -12.561 -22.875
H -10.610 -14.406 -21.705
H -9.553 -15.668 -19.916
H -6.943 -15.149 -19.678
H -4.580 -17.140 -22.243
H -5.429 -18.420 -24.278
H -4.968 -17.273 -26.524
H -4.550 -14.869 -26.492
H -4.205 -13.596 -24.446
*
```

Energy relative to the best compared isomer or geometry (same formula, charge and spin): 2.483 eV
Largest force on an atom: 3.5 eV/Å
LUMO level: 1.876 eV
HOMO-LUMO gap: 3.7 eV
Energy: -93194.09057 eV
Highest occupied orbital energy: -1.86 eV



# 4
The following is a quantum chemistry calculation of a molecular structure, C13H17IIrN3O8Si at a distorted geometry, from OMol25.

Structure (ORCA input):
```
! RIJCOSX wB97M-V def2-TZVPD def2/J DEFGRID3
* xyz 0 5
Ir 1.208 0.335 -0.448
O -2.195 0.002 1.916
C -1.521 -0.242 0.894
O -0.773 0.680 0.310
C -1.733 -1.470 0.055
C -2.803 -2.268 0.426
C -3.148 -3.378 -0.352
C -2.415 -3.718 -1.463
C -1.301 -2.936 -1.791
C -0.867 -1.816 -1.035
O 0.195 -1.175 -1.351
N -0.810 -3.245 -3.142
O 0.401 -3.140 -3.399
O -1.629 -3.625 -3.993
N -4.336 -4.096 0.014
O -5.046 -3.706 0.943
O -4.645 -5.078 -0.704
H -3.481 -1.981 1.248
H -2.822 -4.463 -2.101
C 3.119 4.822 -1.040
Si 1.890 3.477 -0.762
C 0.479 3.752 -1.987
C 1.335 3.484 1.030
C 2.583 1.692 -1.058
H 2.604 5.781 -0.939
H 3.521 4.798 -2.025
H 3.931 4.814 -0.304
H 0.135 4.808 -1.806
H -0.356 3.102 -1.854
H 0.857 3.672 -2.997
H 0.963 4.443 1.376
H 2.188 3.322 1.656
H 0.516 2.799 1.231
H 3.458 1.498 -0.440
H 2.915 1.547 -2.051
N 0.599 -0.063 2.880
C 1.023 -1.167 2.330
O 1.607 -1.145 1.223
C 0.848 -2.446 3.048
I 1.898 -2.382 4.839
H 0.452 0.760 2.265
H -0.060 -0.163 3.620
H 1.382 -3.171 2.436
H -0.166 -2.714 3.305
*
```

Largest force on an atom: 3.1 eV/Å
LUMO level (alpha / beta): -0.668 / -2.679 eV
HOMO-LUMO gap (alpha / beta): 8.8 / 6.8 eV
Energy: -53416.26627 eV
Highest occupied orbital energy (alpha / beta): -9.45 / -9.47 eV
Expectation value of S²: 6.01